[1]
{
  "formula": "C3H8Si",
  "method": "wB97M-V/def2-TZVPD",
  "de_lowest_ev": 0.164,
  "homo_lumo_gap_ev": 10.785,
  "fmax_ev_per_a": 2.12,
  "lumo_energy_ev": 0.989,
  "e_tot_ev": -11116.822,
  "smiles": "C=C(C)[SiH3]",
  "species": ["C", "C", "C", "Si", "H", "H", "H", "H", "H", "H", "H", "H"],
  "coordinates": [[0.700603, -1.065601, -0.951224], [0.253345, -0.171322, -0.046270], [0.340367, -0.453396, 1.442793], [-0.836934, 1.240934, -0.668005], [1.381810, -1.941350, -0.601260], [0.698772, -0.827679, -2.032561], [-0.658726, -0.571934, 1.916456], [0.724373, 0.405762, 1.991635], [0.959407, -1.353458, 1.463950], [-0.573498, 2.625551, -0.166950], [-0.709373, 1.152323, -2.135956], [-2.280146, 0.960169, -0.212608]],
  "atomic_forces_ev_per_a": [[1.76, 0.05, 0.65], [-0.83, -0.22, -0.24], [-0.45, 0.13, -0.65], [-0.71, -0.42, 0.27], [-1.48, 1.33, -0.72], [-0.20, -0.43, 0.73], [0.47, -0.45, -0.53], [0.63, -0.14, -0.05], [-0.09, 0.13, 1.03], [0.24, -0.35, -0.08], [-0.16, 0.25, -0.06], [0.83, 0.12, -0.35]],
  "mulliken_charge": [-0.818, 0.515, -1.075, 0.389, 0.199, 0.262, 0.278, 0.317, 0.294, -0.104, -0.160, -0.095]
}

[2]
{
  "formula": "C24H19OPRh",
  "method": "wB97M-V/def2-TZVPD",
  "de_lowest_ev": 0.068,
  "homo_lumo_gap_ev": 6.767,
  "fmax_ev_per_a": 1.27,
  "lumo_energy_ev": -4.626,
  "e_tot_ev": -39533.800,
  "total_charge": 1,
  "species": ["Rh", "C", "C", "C", "C", "C", "H", "H", "H", "H", "H", "O", "C", "C", "C", "C", "C", "C", "C", "P", "C", "C", "C", "C", "C", "C", "C", "C", "C", "C", "C", "C", "H", "H", "H", "H", "H", "H", "H", "H", "H", "H", "H", "H", "H", "H"],
  "coordinates": [[0.396849, 2.130686, -0.297979], [2.470468, 2.987745, 0.318891], [1.320255, 3.613516, 0.960804], [0.559291, 4.259525, -0.043682], [1.129880, 3.900067, -1.291382], [2.362905, 3.162808, -1.040416], [3.260561, 2.459891, 0.826411], [1.129513, 3.669500, 2.020316], [-0.317181, 4.864222, 0.105506], [0.757117, 4.217274, -2.251866], [3.034790, 2.791995, -1.798191], [-2.124986, 3.312264, 0.237499], [-1.600266, 2.268133, -0.036893], [-2.413234, 1.014513, -0.164405], [-3.771826, 1.097025, 0.117310], [-4.575465, -0.025297, -0.000461], [-4.011791, -1.221492, -0.412798], [-2.651416, -1.305251, -0.683331], [-1.828592, -0.189523, -0.545260], [-0.057868, -0.222924, -1.036348], [0.161335, -2.035467, -1.177963], [0.432288, -2.608774, -2.414555], [0.558143, -3.988939, -2.526599], [0.426918, -4.786493, -1.402200], [0.171405, -4.209623, -0.161271], [0.043155, -2.836956, -0.043479], [0.912661, 0.040198, 0.508639], [2.294738, -0.228790, 0.409088], [3.058569, -0.324290, 1.546354], [2.475399, -0.102223, 2.803349], [1.132029, 0.194059, 2.913948], [0.335843, 0.241959, 1.766035], [-4.178740, 2.052847, 0.417962], [-5.633594, 0.035773, 0.217159], [-4.629184, -2.102498, -0.529678], [-2.253065, -2.251720, -1.016588], [0.531526, -1.985089, -3.295026], [0.759992, -4.433925, -3.491711], [0.526740, -5.860496, -1.485966], [0.073412, -4.833706, 0.717240], [-0.160862, -2.396816, 0.925069], [2.741927, -0.392503, -0.566484], [4.112163, -0.560563, 1.473097], [3.085745, -0.173145, 3.694581], [0.684096, 0.353172, 3.885790], [-0.731651, 0.409309, 1.849478]],
  "atomic_forces_ev_per_a": [[1.26, -0.18, -0.07], [0.14, 0.09, 0.02], [-0.28, -0.07, -0.06], [0.29, 0.28, -0.10], [-0.22, -0.04, -0.12], [-0.17, 0.18, -0.17], [-0.08, -0.10, 0.06], [0.06, -0.04, 0.02], [-0.10, -0.12, 0.01], [0.08, -0.01, -0.05], [-0.03, -0.04, 0.02], [0.03, -0.03, 0.00], [-0.11, -0.05, 0.03], [-0.02, 0.12, 0.03], [-0.05, -0.03, 0.05], [0.02, 0.04, 0.00], [0.02, -0.01, 0.02], [-0.03, -0.04, -0.02], [-0.07, -0.16, -0.15], [-0.91, 0.09, 0.75], [0.65, 0.22, -0.68], [-0.08, 0.00, -0.03], [0.00, 0.01, -0.01], [0.00, 0.02, 0.02], [0.00, 0.00, -0.02], [0.06, -0.02, 0.03], [-0.60, -0.32, 0.25], [0.16, -0.04, 0.15], [-0.02, 0.05, -0.04], [-0.07, 0.00, 0.00], [0.10, 0.05, 0.05], [-0.05, 0.28, -0.05], [0.00, -0.01, 0.01], [0.01, 0.01, -0.02], [0.00, 0.01, 0.00], [0.02, 0.01, 0.00], [0.01, -0.01, 0.02], [0.00, 0.00, 0.01], [0.00, 0.01, 0.00], [0.00, 0.01, -0.01], [0.01, 0.00, -0.01], [-0.03, -0.01, 0.03], [-0.01, -0.01, 0.01], [-0.01, 0.00, -0.01], [0.01, 0.02, -0.01], [0.01, -0.14, 0.03]],
  "mulliken_charge": [-0.365, -0.501, -0.148, -0.870, -0.509, -0.298, 0.554, 0.445, 0.567, 0.501, 0.465, -0.575, 0.504, 0.259, -0.811, -0.643, -0.724, -0.601, 0.923, 0.829, 0.133, -0.405, -0.643, -0.505, -0.770, 0.226, -0.118, -0.752, -0.796, -0.431, -1.102, 0.986, 0.509, 0.422, 0.433, 0.365, 0.423, 0.427, 0.413, 0.424, 0.432, 0.419, 0.474, 0.448, 0.495, 0.491]
}